63
Properties=species:S:1:pos:R:3 method="wB97M-V/def2-TZVPD" homo_energy_ev=-4.9 molar_mass_g_mol=596.387 energy_ha=-2383.30581 max_force_ha_per_bohr=0.1292 charge=-1 lumo_energy_ev=1.9899
C -1.925 -0.488 1.501
C -0.609 -0.620 1.565
C 0.968 -1.017 1.716
C 1.907 0.086 0.938
N 1.053 0.743 -0.096
C 2.478 1.072 2.078
C 3.192 2.405 1.529
C 2.191 3.528 0.952
F 3.861 3.022 2.703
C 3.085 -0.785 0.227
O 3.534 -0.428 -0.946
O 3.647 -1.938 0.800
H -3.057 -0.734 1.512
H 1.187 -0.938 2.851
H 1.134 -2.082 1.300
H 1.608 1.398 -0.696
H 0.799 -0.034 -0.753
H 1.661 1.275 2.887
H 3.303 0.470 2.644
H 4.051 2.172 0.781
H 2.404 3.715 -0.182
H 1.077 3.235 1.021
H 2.359 4.567 1.454
C 2.873 -5.187 0.033
C 3.966 -6.143 -0.312
O 3.270 -7.261 -0.826
C 2.128 -6.754 -1.370
O 1.418 -7.357 -2.133
O 1.890 -5.480 -0.951
F 4.641 -6.530 0.797
H 2.454 -5.365 1.029
H 3.196 -4.143 -0.030
H 4.669 -5.770 -1.062
C -2.610 3.319 -2.624
C -1.798 2.263 -1.948
O -0.808 3.004 -1.267
C -1.386 4.204 -0.985
O -0.955 4.991 -0.185
O -2.522 4.401 -1.715
F -1.190 1.464 -2.856
H -2.193 3.621 -3.589
H -3.648 3.015 -2.770
H -2.359 1.653 -1.233
C -3.649 8.942 -1.974
C -4.548 8.450 -0.887
O -5.402 7.546 -1.557
C -4.666 7.056 -2.593
O -4.957 6.071 -3.221
O -3.556 7.813 -2.828
F -5.299 9.459 -0.383
H -4.078 9.782 -2.529
H -2.665 9.234 -1.601
H -4.029 7.932 -0.075
C 0.135 -7.426 1.800
C -0.985 -7.993 0.988
O -2.131 -7.388 1.549
C -1.705 -6.184 2.029
O -2.436 -5.282 2.330
O -0.344 -6.129 2.117
F -1.079 -9.334 1.161
H 0.311 -7.983 2.725
H 1.069 -7.373 1.239
H -0.929 -7.759 -0.079